No. 1
ORCA calculation (wB97M-V/def2-TZVPD) on a gas-phase ion, C19H38N5O7 (charge +1).

Output
Charge: +1
Gap between HOMO and LUMO, Ha: 0.3622
Multiplicity: 1
HOMO level, eV: -11.81
E_LUMO, eV: -1.96

Positions of all 69 atoms, in Å:
C (1.456, -1.606, -3.787)
N (1.099, -1.346, -2.389)
H (0.150, -0.948, -2.348)
C (1.022, -2.558, -1.549)
H (0.699, -3.385, -2.190)
C (-0.083, -2.322, -0.505)
O (-1.214, -1.860, -1.191)
H (-1.868, -1.565, -0.506)
H (-0.296, -3.269, 0.011)
C (0.337, -1.293, 0.572)
O (-0.135, -1.760, 1.802)
C (-0.853, -0.873, 2.642)
C (-0.196, 0.521, 2.808)
H (0.764, 0.517, 2.281)
C (-1.038, 1.692, 2.255)
H (-0.579, 2.614, 2.629)
C (-2.513, 1.687, 2.735)
N (-2.671, 2.693, 3.765)
H (-3.646, 2.816, 4.010)
H (-2.161, 2.460, 4.609)
C (-2.999, 0.276, 3.142)
H (-4.087, 0.233, 3.051)
C (-2.358, -0.824, 2.282)
N (-2.604, -0.666, 0.850)
H (-2.299, 0.259, 0.561)
H (-3.605, -0.730, 0.686)
H (-2.784, -1.796, 2.557)
H (-2.756, 0.086, 4.191)
H (-3.113, 2.033, 1.884)
O (-1.000, 1.692, 0.828)
C (-0.510, 2.836, 0.172)
C (-1.512, 3.264, -0.915)
N (-1.132, 4.578, -1.382)
H (-0.227, 4.560, -1.839)
H (-1.812, 4.942, -2.037)
H (-2.491, 3.359, -0.433)
C (-1.561, 2.170, -1.998)
C (-0.163, 1.836, -2.411)
C (0.871, 2.069, -1.609)
O (0.774, 2.576, -0.341)
C (2.308, 1.807, -1.983)
N (2.715, 0.482, -1.499)
H (3.676, 0.276, -1.751)
H (2.625, 0.428, -0.485)
H (2.923, 2.601, -1.547)
H (2.417, 1.828, -3.069)
H (-0.001, 1.451, -3.404)
H (-2.064, 1.282, -1.604)
H (-2.137, 2.523, -2.856)
H (-0.375, 3.662, 0.881)
O (0.148, 0.764, 4.147)
H (-0.644, 0.767, 4.696)
H (-0.782, -1.365, 3.621)
O (1.733, -1.110, 0.610)
C (2.434, -2.335, 0.544)
H (3.467, -2.107, 0.812)
H (2.020, -3.036, 1.275)
C (2.373, -2.934, -0.884)
C (2.516, -4.456, -0.816)
H (1.656, -4.903, -0.327)
H (3.408, -4.723, -0.253)
H (2.602, -4.866, -1.820)
O (3.396, -2.377, -1.694)
H (4.237, -2.775, -1.442)
H (-0.074, -0.308, 0.326)
H (0.748, -2.291, -4.251)
H (2.453, -2.037, -3.824)
H (1.453, -0.669, -4.338)
H (1.860, -0.547, -1.956)

=====

No. 2
ORCA calculation (wB97M-V/def2-TZVPD) on a molecular structure, C19H38N7O2PtS2.

Output
Charge: +1
Gap between HOMO and LUMO, Ha: 0.2790
Multiplicity: 1
HOMO level, eV: -10.00
E_LUMO, eV: -2.41

Positions of all 69 atoms, in Å:
Pt (0.248, -1.057, -0.206)
N (0.197, -0.384, 1.835)
C (-0.877, -1.151, 2.509)
C (-2.058, -1.202, 1.560)
N (-1.605, -1.821, 0.291)
H (1.079, -0.432, 2.333)
H (-0.070, 0.598, 1.787)
H (-1.166, -0.698, 3.458)
H (-0.503, -2.155, 2.708)
H (-2.382, -0.186, 1.325)
H (-2.897, -1.746, 1.993)
H (-2.285, -1.705, -0.455)
H (-1.472, -2.824, 0.407)
C (-2.417, 1.547, -3.965)
N (-2.243, 1.840, -2.543)
C (-3.203, 1.173, -1.684)
C (-1.102, 2.356, -2.040)
S (-0.586, 1.982, -0.463)
N (-0.386, 3.178, -2.837)
C (0.985, 3.517, -2.501)
C (-1.016, 4.075, -3.804)
H (-2.788, 0.526, -4.055)
H (-1.464, 1.601, -4.480)
H (-3.132, 2.218, -4.444)
H (-4.186, 1.243, -2.149)
H (-3.233, 1.646, -0.707)
H (-2.941, 0.115, -1.572)
H (1.543, 2.617, -2.249)
H (1.038, 4.209, -1.658)
H (1.441, 3.979, -3.376)
H (-2.093, 4.074, -3.676)
H (-0.774, 3.805, -4.834)
H (-0.659, 5.088, -3.616)
C (5.140, -1.943, 0.209)
N (3.921, -1.584, -0.508)
C (3.184, -2.707, -1.061)
C (3.364, -0.363, -0.378)
N (2.073, -0.132, -0.424)
N (4.239, 0.676, -0.156)
C (3.734, 1.941, 0.341)
C (5.419, 0.810, -1.006)
H (4.941, -2.822, 0.823)
H (5.457, -1.130, 0.855)
H (5.948, -2.186, -0.484)
H (3.907, -3.442, -1.412)
H (2.575, -2.390, -1.900)
H (2.531, -3.174, -0.320)
H (1.873, 0.861, -0.489)
H (3.286, 2.561, -0.445)
H (4.565, 2.498, 0.772)
H (2.995, 1.779, 1.124)
H (5.638, -0.128, -1.506)
H (6.283, 1.104, -0.411)
H (5.248, 1.574, -1.771)
O (2.161, 2.042, -7.222)
C (0.943, 1.470, -7.071)
O (0.069, 1.683, -7.860)
C (0.768, 0.601, -5.868)
C (1.306, 0.943, -4.633)
C (1.034, 0.179, -3.508)
C (0.239, -0.961, -3.602)
S (-0.142, -2.019, -2.246)
C (-0.282, -1.314, -4.854)
C (-0.035, -0.533, -5.966)
H (2.783, 1.665, -6.589)
H (1.909, 1.840, -4.531)
H (1.427, 0.472, -2.546)
H (-0.900, -2.198, -4.941)
H (-0.471, -0.788, -6.923)

=====

No. 3
ORCA calculation (wB97M-V/def2-TZVPD) on 6 unconnected molecules or ions with the total composition C19H38O7.

Output
Gap between HOMO and LUMO, Ha: 0.3543
Multiplicity: 1
HOMO level, eV: -9.54
E_LUMO, eV: 0.11

Positions of all 64 atoms, in Å:
O (-3.564, 4.081, 2.504)
C (-3.100, 3.043, 1.948)
O (-2.765, 1.919, 2.556)
C (-2.754, 1.844, 4.032)
C (-2.450, 0.410, 4.273)
C (-3.024, 2.942, 0.444)
H (-3.826, 1.927, 4.260)
H (-2.096, 2.603, 4.518)
H (-1.366, 0.232, 4.220)
H (-2.949, -0.307, 3.532)
H (-2.735, 0.327, 5.262)
H (-3.460, 3.738, 0.090)
H (-3.634, 2.152, 0.093)
H (-1.926, 2.775, 0.086)
C (-3.366, -0.983, -4.922)
C (-2.371, -1.961, -4.374)
O (-2.264, -3.147, -4.994)
C (-1.460, -1.576, -3.272)
H (-3.880, -1.781, -5.347)
H (-2.889, -0.002, -5.684)
H (-3.876, -0.420, -4.135)
H (-1.425, -0.608, -3.038)
H (-0.407, -1.921, -3.428)
H (-1.981, -1.836, -2.222)
C (-0.477, 2.722, -2.117)
C (0.072, 2.488, -3.530)
O (1.396, 2.180, -3.625)
C (-0.801, 2.811, -4.736)
H (-1.024, 1.830, -1.659)
H (-1.040, 3.715, -2.051)
H (0.302, 2.562, -1.286)
H (-1.287, 3.756, -4.485)
H (-1.435, 1.862, -4.719)
H (-0.166, 2.930, -5.683)
C (2.775, -0.511, -2.429)
C (3.286, 0.028, -0.995)
O (4.118, -0.706, -0.304)
C (2.872, 1.316, -0.509)
H (2.977, 0.266, -3.267)
H (1.575, -0.759, -2.296)
H (3.406, -1.509, -2.500)
H (3.545, 1.667, 0.296)
H (1.772, 1.106, -0.306)
H (2.893, 1.936, -1.142)
C (4.533, -2.206, 4.801)
C (3.219, -2.957, 4.636)
O (2.034, -2.676, 5.063)
C (3.290, -4.174, 3.609)
H (5.161, -2.674, 5.438)
H (4.217, -1.290, 5.021)
H (4.946, -2.167, 3.798)
H (4.127, -4.691, 3.798)
H (3.203, -3.816, 2.693)
H (2.395, -4.947, 3.557)
C (1.060, -1.835, 1.493)
C (0.184, -1.477, 0.259)
O (0.275, -2.146, -0.846)
C (-0.731, -0.298, 0.466)
H (0.600, -1.654, 2.514)
H (1.908, -1.250, 1.507)
H (1.541, -2.814, 1.458)
H (-0.875, -0.083, 1.501)
H (-1.788, -0.675, 0.298)
H (-0.479, 0.660, -0.129)

=====

No. 4
ORCA calculation (wB97M-V/def2-TZVPD) on 2 unconnected molecules or ions with the total composition C19H38O7PS.

Output
Charge: -1
Gap between HOMO and LUMO, Ha: 0.2408
Multiplicity: 1
HOMO level, eV: -4.25
E_LUMO, eV: 2.30

Positions of all 66 atoms, in Å:
C (3.960, -3.328, 1.454)
C (3.930, -1.939, 1.784)
C (3.928, -0.275, 1.950)
C (3.058, 0.312, 0.691)
C (1.962, 1.468, 1.080)
C (0.495, 0.858, 1.583)
O (-0.459, 0.411, 0.515)
P (-0.820, -1.321, 0.517)
C (-2.269, -0.856, -0.678)
C (-2.237, -1.664, -2.105)
C (-2.309, -3.302, -1.973)
C (-3.526, -1.081, -2.992)
O (0.296, -1.635, 1.862)
C (0.511, -0.389, 2.671)
C (-0.740, 0.075, 3.679)
C (-1.425, -1.208, 4.459)
C (-3.086, -1.264, 4.274)
O (-3.680, 0.082, 4.296)
C (-4.963, 0.141, 3.579)
C (-5.256, -0.364, 2.047)
O (-6.007, 0.718, 4.236)
H (3.994, -4.350, 0.845)
H (5.051, 0.123, 1.880)
H (3.546, 0.043, 3.012)
H (2.540, -0.579, 0.092)
H (3.842, 0.800, -0.063)
H (1.768, 2.111, 0.093)
H (2.353, 2.222, 1.888)
H (-0.038, 1.868, 1.926)
H (-1.857, -1.289, 1.516)
H (-1.116, -2.748, 0.489)
H (0.146, -1.610, -0.532)
H (-3.268, -1.130, -0.087)
H (-2.178, 0.310, -0.842)
H (-1.274, -1.402, -2.717)
H (-1.194, -3.726, -1.940)
H (-2.904, -3.663, -1.003)
H (-2.872, -3.703, -2.936)
H (-4.511, -1.628, -2.609)
H (-3.400, -1.259, -4.149)
H (-3.640, 0.063, -2.716)
H (1.478, -0.593, 3.297)
H (-1.508, 0.631, 2.958)
H (-0.317, 0.834, 4.493)
H (-1.093, -1.180, 5.583)
H (-1.035, -2.248, 4.023)
H (-3.266, -1.872, 3.291)
H (-3.458, -1.962, 5.168)
H (-6.434, -0.429, 1.885)
H (-4.858, -1.466, 1.829)
H (-4.849, 0.358, 1.204)
O (2.186, 3.107, -2.112)
S (2.591, 2.198, -3.163)
O (3.608, 1.188, -2.955)
O (2.972, 3.058, -4.493)
C (3.929, 4.100, -4.380)
C (5.343, 3.552, -4.334)
C (1.142, 1.407, -3.816)
H (3.720, 4.728, -3.507)
H (3.819, 4.734, -5.266)
H (5.519, 2.994, -3.410)
H (6.074, 4.364, -4.383)
H (5.519, 2.863, -5.167)
H (0.389, 2.168, -4.028)
H (0.769, 0.710, -3.064)
H (1.414, 0.865, -4.724)

=====

No. 5
ORCA calculation (wB97M-V/def2-TZVPD) on a molecular structure, C19H39BGeIrN6O4PS4.

Output
Charge: -1
Gap between HOMO and LUMO (alpha / beta), Ha: 0.2578 / 0.2536
Multiplicity: 2
HOMO level (alpha / beta), eV: -4.48 / -4.67
E_LUMO (alpha / beta), eV: 2.53 / 2.23

Positions of all 76 atoms, in Å:
Ir (0.487, -0.424, -0.657)
N (-1.104, -1.142, 0.661)
N (-1.214, -2.549, 0.537)
C (-0.696, -3.161, -0.641)
O (-1.150, -4.255, -0.937)
O (0.253, -2.523, -1.222)
H (-1.026, -0.869, 1.640)
H (-1.934, -0.665, 0.315)
H (-2.120, -2.913, 0.793)
C (1.906, -3.316, 1.536)
N (1.318, -2.410, 2.505)
C (0.663, -2.778, 3.657)
C (0.310, -1.629, 4.281)
N (0.743, -0.568, 3.520)
B (0.580, 0.918, 4.041)
N (0.276, 1.865, 2.871)
C (1.167, 2.772, 2.334)
C (0.543, 3.453, 1.354)
N (-0.747, 2.954, 1.288)
C (-1.777, 3.442, 0.400)
C (-0.900, 1.972, 2.213)
S (-2.319, 1.064, 2.473)
C (1.366, -1.056, 2.443)
S (2.138, -0.197, 1.157)
H (1.551, -4.321, 1.755)
H (2.993, -3.280, 1.602)
H (1.604, -3.042, 0.527)
H (0.491, -3.808, 3.909)
H (-0.232, -1.464, 5.194)
H (1.621, 1.255, 4.563)
H (-0.339, 0.886, 4.818)
H (2.176, 2.836, 2.696)
H (0.891, 4.207, 0.673)
H (-1.806, 4.531, 0.445)
H (-2.728, 3.034, 0.734)
H (-1.580, 3.131, -0.626)
C (5.559, 1.260, -1.406)
C (4.765, 2.538, -1.613)
C (4.027, 2.982, -0.363)
O (3.918, 2.412, -2.782)
P (2.369, 1.975, -2.863)
S (1.106, 3.300, -2.229)
S (2.334, 0.106, -2.018)
O (2.236, 1.902, -4.455)
C (3.106, 1.319, -5.451)
C (4.094, 2.373, -5.917)
C (3.788, 0.033, -5.025)
H (6.318, 1.430, -0.639)
H (6.060, 0.968, -2.330)
H (4.910, 0.448, -1.082)
H (5.458, 3.330, -1.911)
H (3.312, 2.231, -0.030)
H (3.488, 3.911, -0.539)
H (4.758, 3.137, 0.434)
H (2.416, 1.093, -6.269)
H (4.766, 2.644, -5.103)
H (3.567, 3.269, -6.244)
H (4.683, 1.986, -6.751)
H (4.508, 0.213, -4.226)
H (4.322, -0.372, -5.888)
H (3.070, -0.706, -4.676)
C (-3.108, -0.445, -3.118)
Ge (-1.447, 0.597, -3.280)
C (-1.877, 2.364, -4.012)
C (-0.254, -0.399, -4.456)
C (-0.807, 0.641, -1.429)
H (-3.581, -0.505, -4.100)
H (-3.812, 0.015, -2.424)
H (-2.893, -1.461, -2.781)
H (-2.303, 2.266, -5.013)
H (-0.970, 2.964, -4.064)
H (-2.601, 2.879, -3.378)
H (-0.770, -0.644, -5.387)
H (0.051, -1.323, -3.962)
H (0.630, 0.188, -4.680)
H (-1.509, 1.088, -0.704)

=====

No. 6
ORCA calculation (wB97M-V/def2-TZVPD) on 2 unconnected molecules or ions with the total composition C19H39BN2O6P.

Output
Charge: +1
Gap between HOMO and LUMO, Ha: 0.3237
Multiplicity: 1
HOMO level, eV: -11.54
E_LUMO, eV: -2.73

Positions of all 68 atoms, in Å:
C (3.987, -3.734, -0.608)
B (4.116, -2.426, 0.225)
O (4.328, -2.449, 1.566)
N (4.007, -0.996, -0.327)
C (2.719, -0.300, -0.010)
C (2.609, 0.927, -0.914)
C (1.152, 1.082, -1.389)
C (0.288, 1.952, -0.453)
C (-0.867, 2.652, -1.215)
C (-2.243, 2.260, -0.688)
C (-2.470, 0.732, -0.771)
C (-3.858, 0.335, -1.338)
C (-3.783, -0.389, -2.692)
C (-4.736, -1.566, -2.826)
O (-4.571, -2.511, -1.764)
C (-5.569, -2.556, -0.841)
C (-5.069, -2.729, 0.573)
O (-6.747, -2.493, -1.117)
C (3.574, 0.585, -2.090)
P (5.071, 1.620, -2.365)
N (5.893, 1.191, -3.628)
C (4.150, -0.828, -1.812)
H (4.846, -4.361, -0.383)
H (3.932, -3.610, -1.684)
H (3.068, -4.240, -0.308)
H (3.710, -3.062, 1.977)
H (4.741, -0.477, 0.164)
H (2.486, -0.187, 1.041)
H (1.965, -1.018, -0.339)
H (2.929, 1.858, -0.454)
H (0.681, 0.108, -1.502)
H (1.191, 1.601, -2.345)
H (-0.114, 1.357, 0.366)
H (0.942, 2.733, -0.064)
H (-0.718, 3.727, -1.136)
H (-0.785, 2.414, -2.276)
H (-2.296, 2.576, 0.353)
H (-3.002, 2.809, -1.240)
H (-1.694, 0.320, -1.411)
H (-2.386, 0.333, 0.236)
H (-4.331, -0.306, -0.602)
H (-4.451, 1.240, -1.429)
H (-4.063, 0.305, -3.484)
H (-2.765, -0.731, -2.862)
H (-5.767, -1.246, -2.938)
H (-4.470, -2.087, -3.744)
H (-5.679, -3.451, 1.100)
H (-4.028, -3.037, 0.564)
H (-5.139, -1.755, 1.049)
H (3.084, 0.545, -3.059)
H (5.854, 1.418, -1.200)
H (4.711, 2.978, -2.429)
H (5.465, 0.446, -4.160)
H (3.553, -1.540, -2.366)
H (5.212, -0.935, -2.015)
C (-0.605, 0.933, 6.373)
C (-0.316, 1.420, 4.977)
C (-1.535, 1.704, 4.130)
O (-1.030, 1.470, 2.800)
C (-0.035, 0.573, 2.903)
O (0.457, 0.007, 1.971)
O (0.331, 0.395, 4.182)
H (0.311, 0.600, 6.860)
H (-1.048, 1.729, 6.969)
H (-1.289, 0.084, 6.354)
H (0.352, 2.284, 5.005)
H (-1.907, 2.719, 4.225)
H (-2.347, 0.999, 4.315)

=====

Energy in eV, matching the order above: -42096.89938, -59759.61640, -34642.19879, -54763.30456, -150134.54123, -45560.97705
Max |F| in eV Å⁻¹, matching the order above: 0.94, 0.42, 12.77, 9.93, 0.98, 1.79